Record 1
The following is a quantum chemistry calculation of C4H9O2P in the gas phase in a non-equilibrium geometry, from the OMol25 dataset.

Computed properties:
- Structure (SMILES): CC1=[PH2]OCCO1
- LUMO energy: -0.30 eV
- Calculated total energy: -649.4868 Ha
- ΔE to the lowest compared entry with this formula, charge and spin: 538.6 kJ/mol
- Frontier orbital gap: 7.5 eV

CARTESIAN COORDINATES (ANGSTROEM)
H1 -0.60 1.71 1.82
H2 -1.85 -0.06 -1.62
H3 -1.70 0.50 2.63
H4 -0.35 -1.30 1.67
O1 0.95 -0.05 0.69
O2 -1.49 0.70 0.45
C1 -0.99 0.72 1.76
P1 -1.17 -0.95 -0.67
H5 -0.59 -1.76 -1.88
C2 0.45 -0.18 -0.51
H6 0.81 -0.25 2.65
H7 1.48 -0.85 -2.05
H8 2.35 0.43 -1.32
H9 1.02 0.80 -2.39
C3 1.35 0.05 -1.67
C4 0.11 -0.32 1.76

=====

Record 2
The following is a quantum chemistry calculation of C26H34AuN4OS2Si as an isolated structure in a non-equilibrium geometry, from the OMol25 dataset.

Computed properties:
- LUMO energy: -5.25 eV
- Calculated total energy: -2526.6920 Ha
- ΔE to the lowest compared entry with this formula, charge and spin: 203.3 kJ/mol
- Frontier orbital gap: 4.5 eV
- Charge: +1

CARTESIAN COORDINATES (ANGSTROEM)
H1 2.27 0.92 -3.57
C1 -0.13 1.35 -1.42
H2 -0.92 -3.14 -2.71
H3 1.16 -2.20 2.60
C2 0.40 -0.06 -4.08
O1 0.67 0.87 2.70
C3 -3.03 -3.24 -2.46
C4 2.06 1.57 4.39
C5 -4.16 -1.17 -1.96
H4 0.06 -3.14 -0.10
C6 2.68 2.53 5.13
C7 1.08 3.17 2.93
N1 -2.16 0.79 3.77
C8 -2.94 -0.51 -1.97
H5 -2.56 3.55 3.75
C9 1.73 4.17 3.68
H6 2.13 0.51 4.59
C10 -1.82 -2.57 -2.47
C11 -4.21 -2.54 -2.20
H7 -1.35 -0.98 -4.95
H8 0.59 -3.80 2.14
H9 1.54 0.46 -7.76
H10 -4.10 3.98 3.01
C12 -0.40 -0.49 -5.14
H11 -3.64 2.34 1.45
H12 -5.08 -0.63 -1.76
C13 2.59 -3.33 1.41
H13 4.07 -2.36 0.13
H14 0.99 -2.41 -2.04
C14 1.22 0.31 -6.73
C15 2.52 3.87 4.76
N2 1.35 -1.51 -0.21
N3 -3.35 2.15 2.39
H15 3.30 2.24 5.97
C16 -1.75 -1.19 -2.22
H16 -2.26 1.44 4.52
H17 -1.51 0.04 3.86
H18 -0.42 -1.76 0.87
Au1 0.08 1.23 0.62
H19 3.08 -3.82 2.24
H20 2.18 -1.06 -2.06
H21 0.70 1.95 -1.81
H22 4.03 -1.71 1.77
H23 -1.06 1.90 -1.63
H24 2.55 -4.06 0.60
C17 2.48 -0.94 0.52
H25 -2.93 0.56 -1.76
C18 2.03 0.74 -5.68
C19 1.25 -1.43 -1.62
Si1 -0.16 -0.26 -2.32
C20 -3.53 3.16 3.42
N4 1.28 1.89 3.33
H26 2.09 -0.43 1.40
H27 2.98 1.22 -5.90
H28 -5.16 -3.06 -2.19
H29 3.00 4.66 5.32
H30 2.99 -0.22 -0.10
C21 1.62 0.56 -4.37
H31 -0.62 -0.64 -7.28
H32 1.59 5.19 3.35
C22 3.40 -2.09 0.96
C23 0.01 -0.30 -6.46
C24 1.16 -2.93 1.79
H33 -3.06 -4.31 -2.66
C25 0.44 -2.36 0.57
S1 0.05 3.54 1.60
H34 -4.08 2.76 4.28
S2 -2.35 -0.01 1.21
C26 -2.63 1.04 2.54

=====

Record 3
The following is a quantum chemistry calculation of a 2-piece molecular cluster, C6H13NO2 overall in a non-equilibrium geometry, from the OMol25 dataset.

Computed properties:
- Structure (SMILES): C/C(C=O)=C\O.CCN
- LUMO energy: 0.64 eV
- Calculated total energy: -441.6146 Ha
- ΔE to the lowest compared entry with this formula, charge and spin: 171.6 kJ/mol
- Frontier orbital gap: 9.4 eV

CARTESIAN COORDINATES (ANGSTROEM)
H1 3.39 0.33 0.22
H2 2.91 -1.36 0.28
C1 1.34 0.01 0.81
H3 1.00 0.05 -0.28
O1 -1.85 1.00 0.97
O2 0.46 0.08 -2.22
C2 -0.67 -0.41 -2.16
H4 1.60 2.02 1.01
H5 0.75 -0.75 1.33
C3 -1.27 0.82 -0.22
H6 -2.86 -1.79 -1.69
C4 -2.74 -1.11 -0.85
H7 -3.66 -0.55 -0.72
H8 -2.58 -1.70 0.05
H9 3.22 -0.49 1.78
H10 1.41 1.24 2.43
C5 2.81 -0.40 0.77
N1 1.07 1.29 1.47
H11 -0.99 -1.15 -2.91
H12 -0.52 1.53 -0.52
C6 -1.59 -0.18 -1.08
H13 -1.24 1.53 1.52

=====

Record 4
The following is a quantum chemistry calculation of a 2-piece molecular cluster, C14H16NO overall in a non-equilibrium geometry, from the OMol25 dataset.

Computed properties:
- LUMO energy: 3.24 eV
- Calculated total energy: -673.0723 Ha
- Frontier orbital gap: 5.2 eV
- Charge: -1

CARTESIAN COORDINATES (ANGSTROEM)
H1 1.87 -0.10 1.69
C1 -0.93 0.19 2.92
H2 2.13 -0.73 4.01
C2 -0.01 -0.12 4.12
N1 1.23 2.71 -0.02
H3 -2.73 1.03 -1.60
C3 -0.64 1.32 -1.12
C4 -0.98 -0.49 -2.84
H4 -2.05 -0.50 -2.60
H5 1.36 -1.80 1.52
H6 0.98 -2.06 3.85
C5 -0.14 0.42 -2.11
C6 -2.08 1.61 -0.93
C7 0.31 2.14 -0.50
H7 -2.42 1.41 0.10
C8 -0.28 -0.43 1.69
H8 -2.24 2.67 -1.18
C9 -0.45 -1.34 -3.79
H9 2.82 -0.39 -3.63
H10 -1.09 1.27 2.77
C10 1.75 -0.43 -3.43
C11 1.15 -1.00 3.58
H11 1.32 -1.92 -4.91
C12 1.23 0.45 -2.46
C13 0.92 -1.31 -4.11
H12 -1.93 -0.28 3.04
H13 -0.56 -0.63 4.93
H14 -1.10 -2.04 -4.30
H15 0.39 0.80 4.58
H16 1.91 1.17 -1.99
O1 -0.87 -0.73 0.66
C14 1.14 -0.86 2.04

=====

Record 5
The following is a quantum chemistry calculation of C15H12AuCl2N2O2 as an isolated structure, from the OMol25 dataset.

Computed properties:
- LUMO energy (spin up / spin down): -3.65 / -6.22 eV
- Calculated total energy: -1894.5664 Ha
- Spin multiplicity: 3
- ΔE to the lowest compared entry with this formula, charge and spin: 4.4 kJ/mol
- Frontier orbital gap (spin up / spin down): 7.0 / 5.6 eV
- Charge: +1

CARTESIAN COORDINATES (ANGSTROEM)
C1 -2.34 0.88 -2.57
C2 3.75 -0.68 3.01
C3 -2.62 -1.33 0.18
C4 4.57 -0.73 0.34
O1 0.44 -1.30 1.88
N1 -1.83 -0.72 -0.68
H1 -1.31 1.02 -2.88
H2 -4.69 -1.40 0.48
C5 -3.98 -0.16 -1.11
H3 3.46 -0.66 4.06
H4 6.56 -0.64 1.08
Cl1 5.02 -0.72 -1.29
H5 0.96 1.98 0.58
C6 3.13 -0.78 0.64
H6 1.23 -0.58 3.57
H7 -5.51 1.83 -3.32
C7 2.77 -0.77 2.05
H8 -6.07 0.30 -1.45
H9 -0.59 2.18 -0.30
C8 -3.39 1.51 -3.20
C9 -2.65 0.04 -1.51
C10 -5.04 0.47 -1.75
H10 -2.28 -1.99 0.96
O2 2.34 -0.80 -0.32
C11 5.51 -0.67 1.33
Au1 0.21 -0.42 -0.45
C12 -4.72 1.31 -2.80
H11 -3.19 2.18 -4.03
C13 1.39 -0.89 2.52
Cl2 6.29 -0.61 3.89
N2 -3.91 -1.04 -0.04
C14 5.11 -0.65 2.67
C15 0.41 1.77 -0.33
H12 0.96 2.09 -1.21

=====

Record 6
The following is a quantum chemistry calculation of C46H35F2N4P2ReS2 as an isolated structure, from the OMol25 dataset.

Computed properties:
- LUMO energy (spin up / spin down): -2.37 / -3.26 eV
- Calculated total energy: -3749.9509 Ha
- Spin multiplicity: 4
- ΔE to the lowest compared entry with this formula, charge and spin: 57.7 kJ/mol
- Frontier orbital gap (spin up / spin down): 7.4 / 7.3 eV
- Charge: +1

CARTESIAN COORDINATES (ANGSTROEM)
C1 3.18 -2.43 -1.89
C2 0.49 4.10 2.28
H1 4.74 -2.04 2.20
C3 -2.66 -0.74 -4.11
C4 -0.14 1.74 2.39
C5 3.71 -0.44 1.19
S1 -0.23 -2.31 -1.60
H2 0.27 2.79 -0.81
H3 -3.78 -4.03 2.81
H4 2.71 -3.44 2.36
C6 -3.65 -2.03 2.02
C7 0.99 -1.75 -7.17
N1 -1.48 -1.36 1.24
C8 -1.98 -0.39 4.91
H5 -2.46 1.35 3.73
Re1 -0.41 -0.08 -0.23
C9 4.86 -0.22 -2.10
C10 2.68 -2.48 1.87
C11 4.54 -2.56 -1.64
C12 -2.92 -0.79 -6.50
C13 1.73 -0.71 -6.61
C14 0.15 -2.33 -4.99
H6 -0.47 -2.95 -4.35
C15 -2.09 0.32 -6.62
H7 2.52 -3.29 -1.80
H8 -2.93 -0.43 5.41
H9 2.34 -0.09 -7.24
C16 2.50 -0.06 0.67
C17 -0.98 -1.31 5.20
H10 -3.84 -2.19 -5.15
C18 -1.72 0.60 3.97
C19 0.34 0.53 -2.09
H11 5.51 0.64 -2.18
H12 6.44 -1.57 -1.56
H13 1.04 -1.88 4.73
C20 0.31 4.84 -3.65
C21 -3.14 -3.27 2.38
C22 -2.09 4.98 -3.68
H14 -0.79 6.63 -4.09
C23 -0.85 5.58 -3.83
C24 -0.12 1.64 0.99
N2 1.40 -0.83 0.71
C25 -0.98 -2.53 1.64
C26 -2.18 3.64 -3.34
H15 -1.12 -2.08 5.93
P1 0.91 -1.01 -2.65
H16 -0.37 -3.36 -6.79
C27 1.68 -0.48 -5.25
C28 -1.01 2.90 -3.15
C29 -3.20 -1.32 -5.24
C30 0.22 2.80 0.27
H17 4.94 -3.53 -1.36
F1 0.84 5.05 0.17
H18 2.38 0.90 0.19
C31 0.15 2.97 2.98
C32 3.81 -1.69 1.78
H19 -3.34 -1.25 -7.38
C33 0.23 -1.19 4.53
C34 0.20 -2.56 -6.36
C35 -0.48 0.63 3.34
P2 -1.12 1.15 -2.76
H20 -1.87 0.73 -7.59
H21 4.56 0.22 1.11
H22 3.08 0.89 -2.58
H23 -4.69 -1.78 2.16
F2 0.12 3.06 4.32
C36 -1.80 -3.52 2.21
C37 3.50 -0.08 -2.34
H24 0.60 -3.75 1.80
C38 0.89 -1.29 -4.44
C39 -1.56 0.91 -5.49
C40 1.48 -2.01 1.34
H25 1.13 2.91 -3.14
H26 0.71 5.03 2.78
H27 -1.36 -4.46 2.50
H28 -3.15 3.17 -3.22
H29 2.27 0.32 -4.82
C41 0.23 3.50 -3.31
C42 0.51 3.98 0.91
S2 -2.42 0.84 -1.19
C43 -2.80 -1.12 1.47
C44 5.38 -1.46 -1.75
H30 -0.93 1.79 -5.58
C45 2.66 -1.19 -2.24
N3 0.36 -2.82 1.49
H31 -3.14 -0.14 1.17
H32 -3.00 5.56 -3.81
C46 -1.84 0.38 -4.23
N4 0.48 -0.25 3.62
H33 -2.87 -1.15 -3.13
H34 1.03 -1.94 -8.23
H35 1.28 5.32 -3.76